Record 1
ORCA calculation (the ωB97M-V functional and the def2-TZVPD basis) on 2 unconnected molecules or ions with the total composition C2H4Br3P.

Structure (XYZ):
```
10
Properties=species:S:1:pos:R:3:forces:R:3
C 0.610 0.583 -0.283 0.0 -2.1 -2.8
C 0.448 0.121 1.120 3.1 1.6 0.6
P -0.007 1.379 2.337 0.4 -0.6 0.1
Br 2.123 -0.735 1.675 -1.0 0.1 0.0
Br -0.132 0.271 4.273 0.0 0.0 -0.2
Br -2.114 1.749 1.866 -0.5 0.1 -0.3
H 1.198 1.496 -0.268 -0.8 0.8 -0.5
H 1.332 -0.069 -0.889 -0.8 0.3 1.3
H -0.306 0.435 -0.995 1.1 1.2 1.7
H -0.849 -1.151 1.183 -1.5 -1.4 0.1
```
Forces are in eV/Å.

Its expectation value of S² is 2.01. The spin multiplicity is 3. The highest occupied orbital energy (alpha / beta) is -7.021 / -9.714 eV. The value obtained for the frontier orbital gap (alpha / beta) is 0.2577 / 0.2477 Ha.

=====

Record 2
ORCA calculation (the ωB97M-V functional and the def2-TZVPD basis) on 4 unconnected molecules or ions with the total composition C5H16NO2.

Structure (XYZ):
```
24
Properties=species:S:1:pos:R:3:forces:R:3
C 2.752 -1.029 1.329 0.5 -0.6 0.0
C 1.551 -1.929 1.503 -1.6 0.3 0.3
C 0.334 -1.322 0.905 0.4 -0.8 -1.2
C -0.936 -1.873 0.927 0.3 1.1 -0.7
C -2.032 -1.326 0.114 -0.9 -0.9 1.9
N 0.571 2.387 0.378 -1.0 0.0 -0.2
H 2.937 -0.979 0.255 0.0 0.5 0.0
H 3.677 -1.438 1.731 -0.2 -0.1 0.3
H 1.121 -2.110 2.507 1.0 -0.1 0.4
H 1.684 -2.941 1.085 0.1 0.1 0.1
H 0.463 -0.407 0.344 -0.1 0.3 0.0
H -1.130 -2.690 1.621 -0.3 0.3 0.2
H -2.337 -1.963 -0.723 0.2 0.5 -0.5
H -1.865 -0.263 -0.266 0.8 0.7 -0.7
H -2.909 -1.245 0.776 -0.1 -0.6 -0.2
H 0.183 2.931 1.146 0.1 0.0 0.1
H 2.593 -0.049 1.768 -0.1 0.1 -0.2
H 0.956 3.053 -0.283 0.3 0.1 -0.1
H -1.821 2.341 -3.828 -0.9 -0.6 0.1
H -1.685 3.648 -4.583 -0.5 0.5 -0.3
O -1.192 2.960 -4.157 1.3 0.0 0.2
H -1.307 1.204 -1.717 0.0 0.0 0.2
H -0.239 1.848 -0.093 0.6 -0.1 0.2
O -1.367 1.192 -0.741 -0.1 -0.7 0.4
```
Forces are in eV/Å.

As for the energy above the lowest of the compared OMol25 structures with the same formula, charge and spin: 784.2 kJ/mol. The highest occupied orbital energy is -13.385 eV. The value obtained for the frontier orbital gap is 0.1557 Ha. Its total charge is +1.

=====

Record 3
ORCA calculation (the ωB97M-V functional and the def2-TZVPD basis) on a single C13H21BrN2O3S molecule.

Structure (XYZ):
```
41
Properties=species:S:1:pos:R:3:forces:R:3
C -5.105 1.015 1.644 0.2 -0.3 0.0
H -4.530 1.917 1.844 0.0 0.1 0.0
H -5.536 1.085 0.648 -0.1 0.1 -0.1
C -4.224 -0.234 1.774 -0.1 0.1 0.0
N -2.993 -0.247 1.020 -0.1 0.0 0.0
C -3.095 -0.307 -0.414 -0.1 0.2 0.0
H -3.983 -0.896 -0.651 0.1 -0.1 -0.1
C -3.183 1.025 -1.192 -0.5 -0.7 0.0
N -1.863 1.600 -1.395 0.6 -0.1 -0.7
S -0.877 0.843 -2.524 0.1 0.2 0.3
O -0.099 1.881 -3.135 0.1 0.2 0.2
O -1.639 -0.042 -3.356 -0.1 -0.2 0.3
C 0.204 -0.123 -1.482 -0.4 0.1 -0.4
C 0.235 -1.498 -1.578 -0.1 0.1 -0.1
C 1.064 -2.235 -0.747 0.2 -0.1 0.2
C 1.864 -1.589 0.192 -0.1 0.1 -0.1
C 1.816 -0.188 0.260 0.1 0.1 0.1
C 0.999 0.548 -0.571 0.2 -0.1 0.2
H 0.974 1.624 -0.527 0.1 0.1 0.1
Br 2.895 0.666 1.549 0.0 0.2 0.0
O 2.698 -2.190 1.061 -0.1 0.3 -0.1
C 2.797 -3.595 1.062 0.0 -0.3 0.0
H 1.836 -4.062 1.297 0.0 0.0 0.0
H 3.517 -3.834 1.843 -0.1 0.0 -0.1
H 3.164 -3.970 0.102 0.0 0.0 0.0
H 1.081 -3.309 -0.832 0.0 -0.1 0.0
H -0.394 -1.982 -2.309 -0.1 -0.1 -0.1
H -1.883 2.587 -1.607 0.1 0.2 -0.1
H -3.654 0.823 -2.162 -0.1 0.1 0.1
H -3.783 1.750 -0.644 0.1 0.0 0.0
H -2.225 -0.846 -0.804 -0.2 -0.1 0.0
C -1.897 0.524 1.579 0.3 -0.4 0.2
C -0.987 -0.373 2.421 -0.1 0.3 -0.1
H -1.539 -0.804 3.252 -0.1 -0.1 0.1
H -0.603 -1.185 1.809 0.1 -0.1 -0.1
H -0.152 0.199 2.818 0.2 0.0 0.1
H -2.272 1.342 2.206 0.0 0.1 -0.1
H -1.319 0.967 0.768 -0.1 0.0 0.2
H -3.952 -0.366 2.825 -0.1 -0.1 0.0
H -4.808 -1.110 1.474 0.0 0.0 0.1
H -5.919 0.963 2.363 -0.1 0.1 0.0
```
Forces are in eV/Å.

As for the energy above the lowest of the compared OMol25 structures with the same formula, charge and spin: 14.8 kJ/mol. The highest occupied orbital energy is -7.982 eV. The value obtained for the frontier orbital gap is 0.3172 Ha.

=====

Record 4
ORCA calculation (the ωB97M-V functional and the def2-TZVPD basis) on a gas-phase ion, C5H11O2 (charge +1).

Structure (XYZ):
```
18
Properties=species:S:1:pos:R:3:forces:R:3
C 1.579 -0.550 1.175 -0.2 0.1 1.4
C 1.023 -0.434 -0.264 0.5 0.9 0.6
C 0.111 0.793 -0.448 3.7 0.2 3.5
C -1.102 0.775 0.531 0.2 -1.0 -3.8
C -2.199 0.126 -0.359 0.8 2.5 -0.9
O -0.439 0.935 -1.763 2.1 -1.5 -2.3
O -1.605 0.078 -1.743 -1.2 -0.9 0.0
H 0.902 -1.080 1.894 0.3 0.4 -0.8
H 2.440 -1.198 1.055 0.2 0.0 0.4
H 1.925 0.379 1.765 -0.6 -1.0 -1.5
H 0.641 -1.361 -0.589 -1.4 -1.2 0.1
H 1.910 -0.444 -0.880 0.4 1.1 -0.6
H 0.294 0.429 -2.459 -2.9 1.7 2.2
H 0.891 1.665 -0.290 -2.2 -1.1 -0.4
H -1.394 1.758 0.569 -0.6 2.4 1.2
H -0.953 0.270 1.446 0.4 -0.3 0.9
H -3.101 0.763 -0.414 0.5 -0.3 -0.1
H -2.464 -0.848 -0.108 -0.1 -1.8 0.1
```
Forces are in eV/Å.

As for the energy above the lowest of the compared OMol25 structures with the same formula, charge and spin: 425.9 kJ/mol. The highest occupied orbital energy is -15.936 eV. The value obtained for the frontier orbital gap is 0.4211 Ha. Its total charge is +1.

=====

Record 5
ORCA calculation (the ωB97M-V functional and the def2-TZVPD basis) on a molecular structure, C13H17CeIN2.

Structure (XYZ):
```
34
Properties=species:S:1:pos:R:3:forces:R:3
C -3.880 -0.122 0.874 0.0 -0.4 0.3
C -3.761 1.183 0.100 -0.9 0.4 -0.1
H -3.919 -1.000 0.207 -0.1 0.0 0.2
H -4.810 -0.080 1.443 0.0 -0.2 -0.2
H -3.158 -0.320 1.719 -0.5 0.2 -0.3
H -2.937 1.299 -0.627 -0.1 0.0 -0.1
H -4.648 1.277 -0.530 0.1 0.0 -0.1
H -3.758 2.040 0.770 0.0 0.0 -0.1
C 0.279 -2.896 0.579 0.5 0.3 -0.1
C 1.360 -3.755 0.790 -0.4 0.3 -0.1
C 2.570 -3.471 0.153 -0.3 0.0 0.0
C 2.698 -2.309 -0.604 -0.6 0.8 -0.2
H -0.725 -3.082 0.974 0.5 -0.2 0.0
H 1.235 -4.612 1.448 0.1 0.1 -0.3
H 3.413 -4.149 0.258 -0.1 0.1 0.0
H 3.604 -2.060 -1.162 -0.2 -0.3 0.5
N 0.421 -1.721 -0.080 0.6 0.0 -0.1
C 1.631 -1.390 -0.633 -0.2 -1.0 0.5
C 1.776 0.003 -1.104 0.2 1.4 -0.5
N 0.699 0.845 -0.930 0.7 -0.1 0.3
C 0.855 2.178 -1.164 0.6 -0.7 0.0
C 3.167 1.877 -1.812 -0.7 -0.3 -0.1
C 2.076 2.728 -1.563 -0.4 -0.3 0.1
H -0.021 2.808 -0.966 0.5 -0.2 -0.3
H 2.119 3.811 -1.671 0.2 -0.3 -0.1
C 2.999 0.495 -1.610 -0.8 0.0 0.1
H 3.776 -0.233 -1.856 -0.1 0.6 0.2
H 4.106 2.281 -2.199 -0.3 -0.2 0.2
Ce -1.263 -0.001 0.421 1.3 -0.3 1.3
C -1.223 2.103 1.299 0.6 0.0 -0.6
H -1.693 2.754 0.535 0.4 -0.1 0.5
H -0.122 2.266 1.387 -0.7 0.0 0.1
H -1.713 2.116 2.267 -0.1 0.2 0.0
I -1.151 -0.863 3.286 0.2 0.2 -1.0
```
Forces are in eV/Å.

As for the energy above the lowest of the compared OMol25 structures with the same formula, charge and spin: 10.8 kJ/mol. The highest occupied orbital energy (alpha / beta) is -15.541 / -15.541 eV. The value obtained for the frontier orbital gap (alpha / beta) is 0.2453 / 0.2463 Ha. Its total charge is +2.

=====

Record 6
ORCA calculation (the ωB97M-V functional and the def2-TZVPD basis) on a molecular structure, C4HLiO4Pb.

Structure (XYZ):
```
11
Properties=species:S:1:pos:R:3:forces:R:3
O -1.274 2.870 0.414 -0.1 -0.2 0.1
C -0.738 3.848 0.226 0.0 0.1 0.0
C -0.846 -0.459 -0.617 -1.2 -0.8 -0.8
C -0.804 -1.762 -0.354 0.9 0.1 0.9
H -1.503 -2.511 -0.002 0.4 -0.1 -0.3
Li -2.025 0.886 0.558 -0.3 0.1 -0.4
O 0.709 -2.132 -0.001 -0.6 -0.1 0.8
C 1.198 -0.960 0.077 -4.3 -2.4 -0.1
O 1.876 -0.401 0.955 1.9 -1.3 1.1
O 0.558 -0.136 -0.760 1.5 2.2 0.2
Pb 2.850 0.757 -0.496 1.8 2.3 -1.4
```
Forces are in eV/Å.

As for the energy above the lowest of the compared OMol25 structures with the same formula, charge and spin: 243.8 kJ/mol. The highest occupied orbital energy is -17.495 eV. The value obtained for the frontier orbital gap is 0.2508 Ha. Its total charge is +2.